Record 1
This record from the OMol25 dataset describes a 3-piece molecular cluster, C40H30O6 overall. The level of theory is ωB97M-V/def2-TZVPD.

Atoms and positions in Å:
C: 2.78875 0.58531 -0.83358
C: 1.42000 -0.27344 -1.26463
C: 1.52501 -0.99824 -2.76940
C: 0.24101 -1.89830 -3.27102
C: -1.11399 -2.11252 -2.35677
C: -1.17191 -1.37503 -0.86176
C: -2.56499 -1.63052 0.00963
C: -3.64727 -0.42890 -0.27460
C: -4.81070 -0.75317 -1.38358
C: -4.38185 0.14717 -2.70308
O: -3.70581 1.39461 -2.21917
C: -3.13200 1.00184 -0.88902
O: -2.29084 1.90362 -0.33874
C: 0.09558 -0.44557 -0.31129
H: 3.18238 1.26812 -1.71351
H: 2.66733 1.16250 0.17625
H: 3.62380 -0.25131 -0.68039
H: 2.51479 -0.87589 -3.42006
H: 0.34616 -2.41192 -4.33001
H: -2.01237 -2.79486 -2.73936
H: -2.33772 -1.72355 1.17018
H: -2.99977 -2.65641 -0.39626
H: -4.04398 -0.12813 0.78585
H: -4.88329 -1.82974 -1.84191
H: -5.88449 -0.38094 -1.08720
H: -5.20986 0.43067 -3.48122
H: -3.43310 -0.46327 -3.08744
H: 0.07470 0.06310 0.76362
O: 5.76476 -2.60234 -0.83687
C: 6.11300 -3.66981 -1.32622
C: 7.37773 -4.30787 -0.90741
C: 8.17200 -3.69648 0.07138
C: 9.34797 -4.31303 0.50108
C: 9.73293 -5.53853 -0.04201
C: 8.95209 -6.14066 -1.02994
C: 7.77537 -5.52104 -1.46796
C: 6.96513 -6.15652 -2.52609
O: 7.34286 -7.19452 -3.05718
C: 5.69146 -5.52926 -2.93062
C: 4.89708 -6.14302 -3.90817
C: 3.67536 -5.57532 -4.27282
C: 3.24394 -4.39706 -3.66417
C: 4.04089 -3.77604 -2.70006
C: 5.27035 -4.34070 -2.33614
H: 7.87496 -2.74263 0.50380
H: 9.96127 -3.83923 1.26443
H: 10.64286 -6.02521 0.30202
H: 9.26158 -7.09490 -1.45308
H: 5.22509 -7.06565 -4.38413
H: 3.05813 -6.05542 -5.02908
H: 2.28723 -3.95969 -3.94146
H: 3.69817 -2.85460 -2.23198
O: -3.80889 8.01633 3.27907
C: -4.29492 6.89826 3.39703
C: -4.86240 6.46147 4.68903
C: -4.86240 7.34125 5.77931
C: -5.43268 6.95021 6.99156
C: -6.00420 5.68441 7.11862
C: -5.98945 4.80000 6.03886
C: -5.41184 5.18705 4.82353
C: -5.38484 4.23850 3.69240
O: -5.81822 3.10001 3.82738
C: -4.83578 4.68151 2.39563
C: -4.83839 3.80120 1.30549
C: -4.35246 4.22219 0.06675
C: -3.86443 5.51949 -0.08723
C: -3.84761 6.39374 1.00168
C: -4.32959 5.97198 2.24774
H: -4.42308 8.33286 5.68584
H: -5.43594 7.63614 7.83584
H: -6.45996 5.38434 8.05958
H: -6.43287 3.81153 6.14697
H: -5.22237 2.78852 1.41693
H: -4.35899 3.53862 -0.77948
H: -3.49453 5.85076 -1.05517
H: -3.46194 7.40394 0.87379

Summary:
Energy relative to the best compared isomer or geometry (same formula, charge and spin), eV: 12.1439
HOMO level, eV: -8.43
Molecular weight, g mol⁻¹: 606.674
Kohn-Sham gap, eV: 7.37
Structure (SMILES): Cc1cccc(C[C@@H]2CCOC2=O)c1.O=C1c2ccccc2C(=O)c2ccccc21.O=C1c2ccccc2C(=O)c2ccccc21

Record 2
This record from the OMol25 dataset describes C40H31Br2IN2O3PTi as an isolated structure. The level of theory is ωB97M-V/def2-TZVPD.

Atoms and positions in Å:
Ti: 0.02210 0.12810 0.24360
C: 3.36290 0.76080 -1.87520
C: 3.39050 0.20800 -0.49010
C: 4.58880 -0.36500 -0.00760
C: 4.74040 -0.65310 1.31870
C: 3.69970 -0.31640 2.20900
C: 3.78340 -0.36510 3.61910
Br: 5.35860 -1.02340 4.45480
C: 2.75470 0.10150 4.39910
C: 1.58990 0.60110 3.81230
Br: 0.20960 1.28720 4.92620
C: 1.41490 0.63110 2.43200
O: 0.37380 1.11620 1.80700
C: 2.50280 0.17080 1.62830
N: 2.34040 0.37660 0.29270
H: 4.12460 1.53590 -1.94250
H: 2.38800 1.19160 -2.09900
H: 3.62310 0.00670 -2.61350
H: 5.39450 -0.54240 -0.70180
H: 5.66040 -1.07580 1.69550
H: 2.84940 0.09760 5.47390
C: 0.17600 -0.55110 -4.16540
C: -1.10190 -0.11660 -4.47950
C: -1.97290 0.18650 -3.45530
C: -1.54460 0.11960 -2.12330
C: -0.19190 -0.14890 -1.78940
C: 0.62160 -0.54910 -2.84890
C: -2.50200 0.13140 -1.02210
C: -3.88320 -0.08510 -1.24630
C: -4.74670 -0.18820 -0.19660
C: -4.25970 -0.05550 1.12040
C: -5.08790 -0.12530 2.25710
C: -4.56450 -0.00240 3.51530
C: -3.18620 0.18060 3.67930
C: -2.35450 0.24240 2.59330
C: -2.86000 0.13190 1.28630
N: -2.01520 0.20460 0.21900
H: 0.82920 -0.87890 -4.95830
H: -1.43030 -0.05930 -5.50570
H: -2.98340 0.48880 -3.68530
H: 1.61530 -0.93250 -2.65260
H: -4.23840 -0.21350 -2.25480
H: -5.79680 -0.38190 -0.35680
H: -6.14630 -0.27920 2.11670
H: -5.20760 -0.03930 4.38020
H: -2.77680 0.28530 4.67140
H: -1.29870 0.41730 2.72320
C: -0.20450 3.36330 -2.10900
P: -0.21000 2.65680 -0.40590
C: 0.87740 3.86930 0.44880
C: -1.86110 3.14140 0.22950
C: -2.96240 3.24080 -0.61880
C: -4.22290 3.48850 -0.10250
C: -4.40420 3.63750 1.26190
C: -3.31960 3.51880 2.11460
C: -2.05930 3.26360 1.60460
H: -0.77700 2.73550 -2.79050
H: 0.82820 3.38370 -2.45540
H: -0.60320 4.37680 -2.10840
H: 0.47910 4.87610 0.32690
H: 1.87440 3.81510 0.01260
H: 0.95130 3.63150 1.50760
H: -2.84230 3.10460 -1.68440
H: -5.06970 3.55380 -0.76890
H: -5.38820 3.82850 1.66010
H: -3.45770 3.61430 3.18010
H: -1.22810 3.14120 2.28350
I: -3.62720 -4.57010 5.87040
C: -2.55100 -3.94360 4.16570
C: -1.50130 -3.04910 4.31880
C: -0.86070 -2.55360 3.20220
C: -1.27840 -2.93830 1.93080
C: -2.30990 -3.86470 1.79010
C: -2.93630 -4.38230 2.90740
C: -0.70920 -2.29690 0.72070
O: -1.19060 -2.45040 -0.39130
O: 0.29720 -1.48820 0.91300
H: -1.19790 -2.73540 5.30350
H: -0.04190 -1.85540 3.31120
H: -2.60340 -4.17240 0.79620
H: -3.72510 -5.11130 2.79960

Summary:
HOMO level, eV: -10.74
Net charge: +1
Molecular weight, g mol⁻¹: 953.252
Kohn-Sham gap, eV: 6.96

Record 3
This record from the OMol25 dataset describes C40H32BN6O6ReS2Se3Te as an isolated structure. The level of theory is ωB97M-V/def2-TZVPD.

Atoms and positions in Å:
Re: -0.02984 1.81813 -1.63546
Se: -0.28239 3.65262 -0.02370
Se: 0.46869 5.64262 -0.97588
Te: -0.37268 5.62268 -3.39308
Se: -1.11202 3.22563 -3.47276
N: 0.59624 0.43165 -0.58101
C: 0.70794 -0.59955 0.13783
C: -0.14347 -0.70503 1.40184
C: -1.43675 -1.39817 1.07370
C: -1.86777 -2.48005 1.71985
C: -1.08550 -3.11702 2.78732
C: 0.04135 -2.56493 3.23104
C: 0.48575 -1.21692 2.74376
C: 1.67614 -1.67881 -0.23683
C: 1.49464 -2.99399 0.18457
C: 2.40456 -3.98020 -0.17344
C: 3.50570 -3.66536 -0.95523
C: 3.68021 -2.36069 -1.39831
C: 2.77252 -1.37588 -1.04689
H: -2.01676 -0.97176 0.26537
H: -2.81435 -2.92746 1.43859
H: -1.43164 -4.06261 3.18668
H: 0.64877 -3.06033 3.97804
H: 1.57422 -1.15505 2.71458
H: 0.63180 -3.25595 0.77755
H: 2.24711 -4.99783 0.16282
H: 4.21974 -4.43539 -1.22111
H: 4.52718 -2.10754 -2.02569
H: 2.90535 -0.36381 -1.39533
S: 0.17636 -0.19660 -3.57586
C: 1.49141 0.40890 -4.46636
N: 1.46301 1.70143 -4.90407
C: 2.50836 2.30170 -5.48220
C: 3.62986 1.57484 -5.74968
C: 3.58065 0.22424 -5.39368
N: 2.56683 -0.34342 -4.77387
H: 0.64711 2.26510 -4.61158
H: 2.39610 3.35724 -5.68777
H: 4.50537 2.02349 -6.19337
H: 4.42116 -0.42711 -5.61654
O: 3.17447 1.67463 -1.81340
B: 1.99374 2.41426 -2.07891
O: 2.39194 3.60336 -2.72611
C: 3.75087 3.59085 -2.81476
C: 4.58960 4.53423 -3.36282
C: 5.95696 4.24606 -3.34211
C: 6.43752 3.06133 -2.79488
C: 5.57272 2.11533 -2.23733
C: 4.23045 2.41295 -2.26343
H: 4.19656 5.45357 -3.77800
H: 6.65675 4.96179 -3.75568
H: 7.50326 2.87198 -2.78668
H: 5.93370 1.19141 -1.80253
C: -4.33991 1.96062 -0.88819
C: -3.35120 0.91716 -1.31045
O: -2.16476 1.19371 -1.30832
C: -3.80728 -0.44172 -1.69332
C: -5.14857 -0.81154 -1.61034
C: -5.53820 -2.09661 -1.95111
C: -4.59201 -3.01957 -2.37785
C: -3.25228 -2.65875 -2.45914
C: -2.86299 -1.37633 -2.11481
H: -3.81518 2.90050 -0.74013
H: -4.81615 1.65999 0.04778
H: -5.11734 2.08452 -1.64393
H: -5.89162 -0.10224 -1.26893
H: -6.58026 -2.38030 -1.87943
H: -4.90017 -4.02360 -2.64140
H: -2.50853 -3.37502 -2.78448
H: -1.82039 -1.09348 -2.16309
O: -4.61663 0.38285 7.32220
S: -5.31572 -0.87548 7.52360
O: -5.99129 -1.37236 6.33799
O: -3.75953 -2.20586 7.68503
C: -2.60877 -1.90557 7.19368
N: -1.50074 -2.27687 7.89655
C: -0.33840 -1.91160 7.39068
C: -0.19304 -1.19193 6.21097
C: -1.37341 -0.90766 5.53205
N: -2.55118 -1.28181 6.00088
C: -1.38806 -0.16853 4.23986
C: -2.52040 0.38562 3.80750
C: -2.55593 1.18582 2.57735
N: -1.58374 1.36612 1.77422
C: -0.34702 0.68463 2.08617
C: -0.11026 0.03985 3.47829
H: 0.53929 -2.21512 7.95997
H: 0.78017 -0.87891 5.85439
H: -3.42046 0.27725 4.40371
H: -3.48907 1.69028 2.32534
H: 0.47871 1.33950 1.80900
H: 0.60287 0.56191 4.12051

Summary:
Energy relative to the best compared isomer or geometry (same formula, charge and spin), eV: 1.5760
Spin multiplicity: 2
HOMO level (alpha / beta), eV: -5.06 / -5.11
Net charge: -1
Molecular weight, g mol⁻¹: 1318.365
Kohn-Sham gap (alpha / beta), eV: 5.92 / 5.48